Here is a cluster of 2 separate species, C20H21F8N3O4 in total from the Open Molecules 2025 dataset. Energies are from ωB97M-V with the def2-TZVPD basis set.

CARTESIAN COORDINATES (ANGSTROEM)
N1 -4.37674 5.16856 0.18216
C1 -5.00804 4.08117 0.39388
N2 -5.25257 3.65292 1.75969
N3 -5.58725 3.22755 -0.60426
C2 -4.83163 3.19393 -1.87179
C3 -4.30731 1.71656 -2.16707
C4 -3.21881 1.73566 -3.30967
C5 -1.83073 2.29318 -2.77095
C6 -1.31960 1.37327 -1.60274
C7 -0.71580 0.07434 -1.81966
C8 -0.26984 -0.78659 -0.71796
C9 -0.44150 -0.29520 0.63234
C10 -1.06439 1.02235 0.88205
C11 -1.48778 1.85980 -0.22544
O1 -2.07526 3.09164 -0.00056
C12 -1.23348 1.42961 2.37954
O2 -1.11802 2.55728 2.78131
C13 -1.52148 0.23096 3.34436
C14 -0.93632 -0.97117 3.12846
C15 -0.01501 -1.13613 1.87724
O3 0.96637 -1.83485 1.87452
H1 -4.07540 5.61456 1.04954
H2 -4.64793 4.15540 2.40749
H3 -5.02269 2.66412 1.87445
H4 -6.54590 3.54146 -0.74742
H5 -5.57713 3.40008 -2.69513
H6 -4.03842 3.96878 -1.97654
H7 -5.22220 1.14143 -2.48103
H8 -3.94123 1.22888 -1.22822
H9 -3.06658 0.69536 -3.71675
H10 -3.56732 2.34323 -4.19309
H11 -1.98826 3.34221 -2.40208
H12 -1.04082 2.28611 -3.56358
H13 -0.60145 -0.34164 -2.85036
H14 0.16555 -1.79385 -0.90396
H15 -1.44413 3.81978 -0.13182
H16 -2.21602 0.39779 4.20412
H17 -1.10553 -1.82734 3.82188
C16 5.66172 -2.20838 0.66162
C17 4.59625 -2.67404 -0.35010
C18 3.51134 -3.61387 0.17695
F1 4.00460 -4.74443 0.72165
F2 2.69855 -4.00305 -0.84073
F3 5.22296 -3.20194 -1.42727
F4 3.96845 -1.54715 -0.79831
O4 6.89082 -2.93729 0.72098
C19 6.91754 -4.12316 1.45778
C20 7.06536 -5.37253 0.57903
F5 6.14448 -5.41252 -0.40335
F6 6.90476 -6.49296 1.32304
F7 5.84532 -4.17175 2.27038
F8 7.99627 -4.03896 2.26862
H18 5.96744 -1.21431 0.33098
H19 5.24122 -2.05407 1.65701
H20 2.88897 -3.11239 0.92307
H21 8.05459 -5.39839 0.11569

Computed properties:
SMILES string: [H]/N=C(\N)NCCCCc1ccc2c(c1O)C(=O)C=CC2=O.FC(F)C(F)(F)COC(F)(F)C(F)F
Molecular weight: 519.389 g/mol
E: -2038.80365 hartree
Charge: 0
LUMO level: -0.035 Eh

Results of the natural (NBO) charge analysis, in e, for atoms 1 through 6: -0.7327, 0.5995, -0.8401, -0.6762, -0.2236, -0.4119


Here is the molecule C20H21FN2O3S from the Open Molecules 2025 dataset. Energies are from ωB97M-V with the def2-TZVPD basis set.

CARTESIAN COORDINATES (ANGSTROEM)
C1 -2.65732 0.71553 -3.23028
O1 -2.03258 1.01278 -2.00927
C2 -2.28968 2.32738 -1.56664
C3 -1.48676 2.55569 -0.28274
N1 -0.06757 2.31448 -0.54134
C4 0.58918 1.27322 0.04924
N2 1.81158 0.94380 -0.16917
C5 2.54248 1.66520 -1.06826
C6 3.87280 1.31264 -1.32099
C7 4.61325 2.04753 -2.21743
C8 4.05389 3.14076 -2.87946
C9 2.74608 3.49674 -2.64188
C10 1.97858 2.76371 -1.73467
C11 0.58950 3.12300 -1.47881
O2 0.01899 4.05002 -2.02053
H1 2.28665 4.33737 -3.13967
H2 4.65104 3.70632 -3.57867
H3 5.64082 1.77675 -2.41210
H4 4.29202 0.46591 -0.80065
S1 -0.27729 0.31298 1.24123
C12 1.02488 -0.90949 1.68530
C13 0.38709 -2.17673 2.14031
C14 -0.18073 -3.04419 1.21917
C15 -0.78487 -4.21614 1.63200
C16 -0.85229 -4.57323 2.97969
C17 -0.27903 -3.68345 3.89334
C18 0.32253 -2.51257 3.48812
H5 0.74995 -1.85162 4.22651
H6 -0.32839 -3.94983 4.93691
O3 -1.40751 -5.68344 3.52104
C19 -2.03041 -6.64334 2.69297
H7 -2.39502 -7.41318 3.37133
H8 -1.32418 -7.08770 1.98719
H9 -2.87281 -6.21665 2.14298
F1 -1.30831 -5.00748 0.65912
H10 -0.16645 -2.81901 0.16383
H11 1.63433 -0.45822 2.46627
H12 1.61612 -1.03327 0.77934
C20 -1.72137 3.93804 0.31603
H13 -1.43915 4.71086 -0.39269
H14 -2.77250 4.05088 0.56568
H15 -1.13175 4.05379 1.22248
H16 -1.80628 1.79428 0.43536
H17 -1.99992 3.05751 -2.33297
H18 -3.36047 2.45691 -1.34704
H19 -2.39246 -0.31141 -3.47326
H20 -2.30874 1.38384 -4.02737
H21 -3.74793 0.80303 -3.14957

Computed properties:
Relative energy (zero: lowest compared OMol25 entry of this formula, charge and spin): 2.39 kcal per mole
SMILES string: COC[C@H](C)n1c(SCc2ccc(OC)c(F)c2)nc2ccccc2c1=O
Molecular weight: 388.464 g/mol
E: -1608.01452 hartree
Charge: 0
LUMO level: 0.025 Eh

Results of the natural (NBO) charge analysis, in e, for atoms 1 through 6: -0.2422, -0.5450, -0.0758, -0.0536, -0.4446, 0.3393


Here is the molecule C20H21FN2O5S from the Open Molecules 2025 dataset. Energies are from ωB97M-V with the def2-TZVPD basis set.

CARTESIAN COORDINATES (ANGSTROEM)
N1 -3.89847 3.26779 0.97683
S1 -4.17031 2.46906 2.44800
O1 -4.12052 3.44770 3.49401
O2 -5.34503 1.66518 2.28426
C1 -2.72880 1.43318 2.51556
C2 -2.77545 0.17977 1.93748
C3 -1.63337 -0.59415 1.91346
C4 -0.44584 -0.10564 2.46410
C5 -0.42273 1.14780 3.07431
C6 -1.57176 1.91711 3.09072
H1 -1.58784 2.89104 3.55263
H2 0.49186 1.51105 3.51249
N2 0.69067 -0.90155 2.32878
C7 1.98973 -0.54577 2.51944
O3 2.37828 0.43000 3.11345
C8 2.95425 -1.51511 1.81153
H3 2.72655 -2.55714 2.05754
H4 3.98274 -1.26617 2.07302
O4 2.83939 -1.30406 0.40171
C9 1.84940 -1.92055 -0.24303
O5 1.13590 -2.75051 0.27233
C10 1.64091 -1.38723 -1.64494
C11 0.56136 -0.33563 -1.39369
C12 0.90122 0.76241 -0.59938
C13 -0.01273 1.73777 -0.25137
C14 -1.32482 1.64847 -0.68457
C15 -1.69206 0.57975 -1.47699
C16 -0.76187 -0.39019 -1.81782
F1 -1.22233 -1.39319 -2.59483
H5 -2.70118 0.46969 -1.84168
H6 -2.05369 2.39056 -0.39830
H7 0.30046 2.56274 0.36880
H8 1.91283 0.84799 -0.23194
C17 1.31230 -2.52351 -2.62196
C18 1.52977 -1.91304 -4.00893
H9 0.58515 -1.56176 -4.42093
C19 2.49950 -0.73468 -3.79578
H10 3.38023 -0.80953 -4.43134
H11 2.00277 0.20895 -4.02396
C20 2.87893 -0.77168 -2.31265
H12 3.13463 0.21288 -1.93005
H13 3.73132 -1.43288 -2.15178
H14 1.93625 -2.65187 -4.69749
H15 2.03608 -3.32237 -2.44599
H16 0.32335 -2.94757 -2.48576
H17 0.52666 -1.78229 1.84621
H18 -1.64385 -1.57110 1.45288
H19 -3.70581 -0.16785 1.51911
H20 -3.74087 4.25184 1.12861
H21 -4.67314 3.12429 0.34794

Computed properties:
Relative energy (zero: lowest compared OMol25 entry of this formula, charge and spin): 2.26 kcal per mole
SMILES string: NS(=O)(=O)c1ccc(NC(=O)COC(=O)C2(c3ccccc3F)CCCC2)cc1
Molecular weight: 420.462 g/mol
E: -1758.53554 hartree
Charge: 0
LUMO level: 0.019 Eh

Results of the natural (NBO) charge analysis, in e, for atoms 1 through 6: -1.0840, 2.3030, -0.9352, -0.9373, -0.3592, -0.1696


Here is a structure of composition C20H21FeN3O2S2 from the Open Molecules 2025 dataset. Energies are from ωB97M-V with the def2-TZVPD basis set.

CARTESIAN COORDINATES (ANGSTROEM)
C1 -4.25251 0.17819 0.40042
C2 -4.04002 1.36961 -0.51992
H1 -4.11656 -0.75948 -0.14049
H2 -5.26875 0.18268 0.82062
H3 -3.58083 0.20091 1.27348
H4 -3.11038 1.27967 -1.08212
H5 -4.85434 1.46183 -1.24623
H6 -4.01337 2.30308 0.04713
C3 0.61614 -2.88162 0.23787
C4 1.59316 -3.87069 0.07804
C5 2.71364 -3.58812 -0.71029
C6 2.82598 -2.30947 -1.24702
H7 -0.26559 -3.08371 0.85701
H8 1.45184 -4.82809 0.57813
H9 3.48578 -4.32898 -0.89987
H10 3.68817 -2.00557 -1.83150
N1 0.67581 -1.66992 -0.34562
C7 1.80042 -1.36215 -1.05228
C8 1.92206 0.01857 -1.50962
N2 0.91987 0.86261 -1.11879
C9 1.10166 2.17408 -1.38836
C10 3.15883 1.82827 -2.59020
C11 2.16264 2.69006 -2.13064
H11 0.36494 2.86207 -0.99326
H12 2.18486 3.76120 -2.30834
C12 3.03887 0.48691 -2.23580
H13 3.80892 -0.22265 -2.51741
H14 3.99912 2.18373 -3.18689
Fe1 -0.72002 0.11696 0.11968
C13 -1.29703 2.03249 0.21431
H15 -1.45433 2.46855 -0.78000
H16 -0.50687 2.56948 0.75493
H17 -2.21579 2.10834 0.79301
O1 0.81098 2.00904 3.05402
S1 0.90473 0.56905 3.16107
O2 2.19075 -0.06782 3.02169
N3 -0.18640 -0.10070 2.01384
C14 -1.13702 -0.90246 2.55034
S2 -2.06237 -1.64254 1.37042
C15 -1.16241 -0.86390 3.98911
C16 -2.12704 -1.38845 4.86940
C17 -1.95484 -1.21343 6.24517
C18 -0.83076 -0.53552 6.74525
C19 0.11670 0.01156 5.86150
C20 -0.07373 -0.12687 4.48901
H18 -2.99049 -1.90746 4.44092
H19 -2.70099 -1.61411 6.93025
H20 -0.70108 -0.43650 7.82452
H21 0.99464 0.54476 6.21872

Computed properties:
Molecular weight: 455.386 g/mol
<S²>: 6.0190
E: -3149.49757 hartree
2S+1: 5
Charge: 0
LUMO level (alpha / beta): -0.021 / -0.024 Eh

Results of the natural (NBO) charge analysis, in e, for atoms 1 through 6: -0.6076, -0.6062, 0.1960, 0.1985, 0.2106, 0.2047


Here is a structure of composition C20H21KN7 from the Open Molecules 2025 dataset. Energies are from ωB97M-V with the def2-TZVPD basis set.

CARTESIAN COORDINATES (ANGSTROEM)
K1 0.97254 -1.38493 -0.32214
N1 4.84736 -0.19047 -2.95138
C1 3.76793 -0.65352 -2.32404
N2 3.21481 -0.14231 -1.28636
C2 3.76576 1.00581 -0.70663
N3 3.32347 1.51638 0.38438
N4 2.21576 0.85606 0.92473
C3 1.71649 1.42886 1.92744
C4 0.53109 0.90459 2.60395
C5 -0.04183 1.63106 3.62197
C6 -1.14235 1.07250 4.25345
C7 -1.59458 -0.17226 3.86585
C8 -0.95008 -0.80449 2.84416
N5 0.08286 -0.27880 2.19764
C9 4.95788 1.59743 -1.34228
C10 5.61783 2.74597 -0.86169
C11 6.77526 3.20436 -1.47517
C12 7.29727 2.55812 -2.60056
C13 6.64554 1.42984 -3.09514
C14 5.50608 0.94053 -2.45624
H1 5.24828 -0.73827 -3.70816
H2 3.34006 -1.55868 -2.74861
H3 2.19634 2.35222 2.29175
H4 0.39959 2.56995 3.93891
H5 -1.61601 1.61768 5.06103
H6 -2.42390 -0.65173 4.36472
H7 -1.25759 -1.79453 2.49818
H8 5.23079 3.25577 0.00322
H9 7.22772 4.09304 -1.08264
H10 8.17932 2.93931 -3.11421
H11 7.04037 0.94057 -3.95903
N6 -1.75550 -1.62869 -0.68954
C15 -2.83315 -1.27975 -0.44335
N7 -4.02689 -0.79621 -0.16802
C16 -4.71836 -1.32303 1.01837
C17 -5.44618 -2.63993 0.68212
C18 -6.40697 -2.39604 -0.48266
C19 -5.62843 -1.88543 -1.68765
C20 -4.92239 -0.58032 -1.34567
H12 -5.43920 -0.57813 1.33363
H13 -3.98723 -1.45368 1.79810
H14 -5.96396 -3.00004 1.58929
H15 -4.71736 -3.38748 0.36815
H16 -7.11230 -1.62787 -0.17483
H17 -6.96954 -3.30567 -0.74372
H18 -6.30072 -1.76204 -2.55278
H19 -4.86428 -2.61136 -1.95487
H20 -5.66164 0.18957 -1.11860
H21 -4.31999 -0.22396 -2.17509

Computed properties:
Relative energy (zero: lowest compared OMol25 entry of this formula, charge and spin): 0.00 kcal per mole
Molecular weight: 398.535 g/mol
E: -1757.81114 hartree
Charge: +1
LUMO level: -0.098 Eh

Results of the natural (NBO) charge analysis, in e, for atoms 1 through 6: 0.9573, -0.5628, 0.3306, -0.5918, 0.3956, -0.3469


Here is the molecule C20H21N3O4 from the Open Molecules 2025 dataset. Energies are from ωB97M-V with the def2-TZVPD basis set.

CARTESIAN COORDINATES (ANGSTROEM)
C1 2.84384 -2.32613 -0.25026
C2 1.29708 -2.16833 0.10722
C3 3.20844 -1.14419 -1.36109
C4 2.72798 0.24700 -1.10877
C5 1.96498 1.07700 -1.98791
C6 3.13011 1.25466 -0.18638
C7 2.59434 2.58747 -0.54725
C8 3.75476 1.11212 1.12415
C9 2.53883 3.77530 0.41195
C10 3.64534 2.17222 1.94893
C11 3.10327 3.46774 1.61898
C12 -0.58203 -0.93777 0.76164
C13 -1.34248 -2.22469 1.49401
C14 -1.17421 -0.51428 -0.61068
C15 -2.67477 0.15579 -0.58220
C16 -2.82126 1.30513 0.19383
C17 -3.75769 -0.58661 -1.01645
C18 -4.07804 1.87238 0.40327
C19 -5.04078 -0.00072 -0.90987
C20 -5.20101 1.25384 -0.16191
H1 3.14298 -4.17666 -0.08922
H2 2.59312 -3.64088 -1.73480
H3 3.25778 -2.20765 0.75109
H4 4.24056 -1.42500 -1.34414
H5 2.90762 -1.53089 -2.37936
H6 1.69271 0.82854 -2.90933
H7 1.37405 2.91703 -2.14341
H8 4.17457 0.23342 1.12265
H9 2.19072 4.73474 0.19696
H10 4.39516 2.28343 2.81771
H11 3.10723 4.33169 2.24882
H12 1.39964 -0.33830 1.26327
H13 -0.78360 0.06714 1.31137
H14 -0.77934 0.51404 -1.07153
H15 -1.17532 -1.31479 -1.47559
H16 -1.91614 1.51447 0.78344
H17 -3.52096 -1.65396 -1.28098
H18 -4.16759 2.96327 0.80646
H19 -5.81879 -0.58062 -1.32994
H20 -7.17052 1.33304 -0.18576
H21 -3.05574 -1.25165 1.23414
N1 3.41222 -3.55582 -0.87354
N2 1.89410 2.31652 -1.65825
N3 0.84787 -1.10819 0.82150
O1 0.58069 -2.87977 -0.64075
O2 -0.79387 -3.26488 1.77085
O3 -6.34966 2.09146 -0.25555
O4 -2.68563 -2.12626 1.54209

Computed properties:
Relative energy (zero: lowest compared OMol25 entry of this formula, charge and spin): 183.15 kcal per mole
SMILES string: N[C@@H](Cc1c[nH]c2ccccc12)C(=O)N[C@@H](Cc1ccc(O)cc1)C(=O)O
Molecular weight: 367.405 g/mol
E: -1239.75404 hartree
Charge: 0
LUMO level: 0.013 Eh

Results of the natural (NBO) charge analysis, in e, for atoms 1 through 6: -0.1063, 0.6706, -0.4367, -0.1262, 0.0031, -0.0815